Below is 4 unconnected molecules or ions with the total composition H8O4 in a non-equilibrium geometry, with properties calculated with ωB97M-V with the def2-TZVPD basis set.

The geometry in XYZ format:
```
12
Properties=species:S:1:pos:R:3:forces:R:3
O -1.039969 -1.153260 2.359414 0.3 0.7 -0.3
H -0.648589 -1.913599 2.758768 0.0 -1.1 0.6
H -0.242605 -0.627577 2.203021 -0.3 0.4 -0.4
O 0.675184 0.779008 0.350393 1.2 -1.8 0.5
H 1.216721 0.331405 -0.327115 0.1 0.0 0.5
H 0.301211 1.474014 -0.140068 -1.0 1.8 -0.7
O 1.856543 -1.004400 -1.571077 -1.6 -0.3 -0.3
H 0.997240 -0.938642 -2.025114 0.6 1.0 -1.0
H 1.456181 -1.685784 -1.029083 1.0 -0.9 1.3
O -1.520092 1.932524 -0.941842 -0.7 2.2 0.9
H -1.192710 1.270321 -1.497290 0.4 -1.8 -1.1
H -1.859115 1.535990 -0.140006 0.0 -0.4 0.1
```
Positions in Å, forces in eV/Å.

Computed properties:
LUMO = 0.21 eV
ΔE to the lowest compared entry with this formula, charge and spin = 116.7 kJ/mol
Highest occupied orbital energy = -11.28 eV
E = -8319.467 eV
2S+1 = 1
Structure (SMILES) = O.O.O.O

Mulliken population analysis, charges in e, atoms 1 to 5: -0.63, 0.30, 0.32, -0.62, 0.37

---

Below is 2 unconnected molecules or ions with the total composition C3H7O2S in a non-equilibrium geometry, with properties calculated with ωB97M-V with the def2-TZVPD basis set.

The geometry in XYZ format:
```
13
Properties=species:S:1:pos:R:3:forces:R:3
O -0.296456 -0.924229 2.942189 0.0 -0.3 -0.3
C 0.308577 -0.823348 1.895057 -0.3 0.6 1.0
C -0.055733 0.118183 0.772111 2.3 -0.7 0.8
C 0.701154 -0.320187 -0.456749 0.6 0.4 -2.3
S 1.043781 1.039751 -1.694267 -0.2 -0.4 0.6
H 1.285316 -1.358487 1.789179 -0.3 0.1 -0.2
H -1.110673 0.295115 0.730327 -0.2 0.0 0.1
H 0.454318 1.056653 1.048206 -0.3 0.1 0.1
H 1.694481 -0.764503 -0.267995 -0.4 0.4 0.8
H 0.235479 -1.139713 -1.006101 -0.6 -0.1 0.1
H -1.772144 -0.877849 -1.201000 0.3 0.2 0.2
H -2.216463 0.384599 -0.424408 0.2 0.0 -0.1
O -2.303342 -0.080337 -1.252379 -1.1 -0.3 -0.7
```
Positions in Å, forces in eV/Å.

Computed properties:
LUMO = 3.66 eV
ΔE to the lowest compared entry with this formula, charge and spin = 177.3 kJ/mol
Highest occupied orbital energy = -2.52 eV
E = -18154.777 eV
2S+1 = 1
Charge = -1

Mulliken population analysis, charges in e, atoms 1 to 5: -0.53, -0.09, 0.01, -0.77, -0.66

---

Below is a molecular structure, C8H25BrFeO5 in a non-equilibrium geometry, with properties calculated with ωB97M-V with the def2-TZVPD basis set.

The geometry in XYZ format:
```
40
Properties=species:S:1:pos:R:3:forces:R:3
Fe 0.389350 -0.060915 -0.829190 0.7 0.2 -0.8
O -0.008568 -0.687240 -2.620517 -0.4 -0.2 0.8
H -0.163128 -0.021232 -3.289554 0.1 0.1 -0.1
Br 2.147273 1.903181 -1.208133 -0.3 -0.3 0.3
C -3.520819 -0.773931 0.177238 0.1 0.1 0.8
C -2.410900 -1.785240 0.503717 -1.8 0.5 -0.1
O -1.274742 -1.574346 -0.287670 0.9 -0.1 0.4
H -4.456186 -1.060446 0.667144 -0.2 -0.5 -0.7
H -3.570509 -0.592743 -0.893371 -0.5 -0.1 0.0
H -3.356713 0.172870 0.699198 0.6 0.2 -0.4
H -2.777069 -2.806221 0.356951 0.0 0.0 0.1
H -2.275005 -1.624731 1.575571 1.1 -0.4 -0.1
H -1.465384 -1.688728 -1.234780 0.1 0.0 0.0
C 4.100131 -1.122543 0.082573 0.3 -1.2 -0.3
C 3.189333 -1.526568 -1.092871 1.0 1.5 1.3
O 1.869208 -1.602454 -0.523293 0.2 -0.5 -0.7
H 4.074748 -1.937596 0.817615 0.3 -0.1 0.0
H 3.782118 -0.237736 0.627469 -0.2 0.3 -0.5
H 5.124830 -1.014465 -0.281696 0.0 0.1 0.2
H 3.517200 -2.449554 -1.571068 -0.3 -0.2 0.1
H 3.272407 -0.707512 -1.804493 -0.8 -0.1 -0.2
H 1.920653 -2.333317 0.099744 -0.4 0.1 0.1
C 1.419839 0.368518 3.708382 0.3 -0.1 -0.5
C 0.367793 -0.137297 2.725593 -0.1 0.8 0.4
O 0.566873 0.410119 1.402035 -0.2 -0.2 0.8
H 2.371369 -0.127150 3.513138 0.0 -0.1 0.3
H 1.069142 0.215123 4.727993 0.2 -0.2 0.0
H 1.641791 1.432211 3.597558 -0.3 0.1 -0.1
H -0.597169 0.223838 3.091280 -0.2 -0.3 -0.1
H 0.366455 -1.223301 2.697906 0.0 0.0 -0.3
H 0.517429 1.360261 1.568806 0.4 0.1 -0.7
C -1.552976 2.954794 -2.583153 1.1 0.2 0.9
C -2.101115 1.779088 -1.773828 -0.9 1.3 -0.9
O -1.200327 1.417171 -0.727586 -0.7 0.1 -0.1
H -0.533359 2.712212 -2.891771 -0.1 -0.1 -0.3
H -1.406036 3.790732 -1.891700 -0.1 0.1 0.0
H -2.137765 3.340177 -3.415009 -0.3 -0.5 0.0
H -2.365552 0.960717 -2.441246 0.4 -0.4 0.4
H -3.026188 2.123270 -1.301028 -0.1 -0.3 0.0
H -1.508431 1.930985 0.022047 0.4 -0.1 0.3
```
Positions in Å, forces in eV/Å.

Computed properties:
LUMO (spin up / spin down) = 0.15 / 0.14 eV
ΔE to the lowest compared entry with this formula, charge and spin = 109.5 kJ/mol
Highest occupied orbital energy (spin up / spin down) = -7.76 / -7.44 eV
E = -123369.139 eV
2S+1 = 5

Mulliken population analysis, charges in e, atoms 1 to 5: 1.01, -0.88, 0.18, -0.68, -0.87

---

Below is a molecular structure, C27H23CoN4S, with properties calculated with ωB97M-V with the def2-TZVPD basis set.

The geometry in XYZ format:
```
56
Properties=species:S:1:pos:R:3:forces:R:3
Co 0.576978 -0.595297 -0.466615 0.3 0.1 -0.2
C -1.972417 -2.429333 -2.351304 0.0 0.0 0.0
C -2.161363 -2.456555 -0.866334 0.0 0.0 -0.1
C -3.380498 -2.918657 -0.364140 0.0 0.0 0.0
C -3.576961 -3.016704 0.993040 0.0 0.0 0.0
C -2.533283 -2.672571 1.836849 0.0 0.0 0.0
C -1.356585 -2.207030 1.281295 0.0 0.0 0.0
N -1.175116 -2.065713 -0.045140 -0.1 0.0 0.1
C -0.201730 -1.838827 2.140469 0.0 0.0 0.0
C -0.151377 -2.123633 3.497591 0.0 0.0 0.0
C 0.954714 -1.718704 4.220345 0.0 0.0 0.0
C 1.981564 -1.050676 3.579851 0.0 0.0 0.0
C 1.875947 -0.809434 2.217344 0.0 0.0 0.0
N 0.801203 -1.202917 1.530004 -0.1 0.1 0.1
C 2.924701 -0.098767 1.438101 0.0 0.0 0.0
C 4.023061 0.449749 2.074032 0.0 0.0 0.0
C 4.986418 1.088445 1.311678 0.0 0.0 0.0
C 4.827164 1.115129 -0.053572 0.0 0.0 0.0
C 3.704915 0.528848 -0.642524 0.0 0.0 -0.1
C 3.611490 0.526872 -2.135942 0.0 0.0 0.0
N 2.742933 -0.037447 0.103661 -0.1 0.0 0.1
H -2.687916 -3.104225 -2.817742 0.0 0.0 0.0
H -0.965164 -2.725400 -2.625185 0.0 0.0 0.0
H -2.136087 -1.427295 -2.750548 0.0 0.0 0.0
H -4.157174 -3.204953 -1.059093 0.0 0.0 0.0
H -4.516370 -3.369103 1.396874 0.0 0.0 0.0
H -2.649874 -2.762368 2.905270 0.0 0.0 0.0
H -0.948165 -2.660405 3.986962 0.0 0.0 0.0
H 1.019280 -1.928357 5.279431 0.0 0.0 0.0
H 2.847981 -0.738059 4.139552 0.0 0.0 0.0
H 4.137113 0.387737 3.144199 0.0 0.0 0.0
H 5.850193 1.539102 1.781268 0.0 0.0 0.0
H 5.568543 1.577857 -0.689038 0.0 0.0 0.0
H 4.574976 0.800861 -2.560781 0.0 0.0 0.0
H 2.859295 1.232248 -2.486711 0.0 0.0 0.0
H 3.324523 -0.452817 -2.507814 0.0 0.0 0.0
C -0.378556 1.659675 1.947368 0.0 0.0 0.0
C -0.983350 1.931773 0.601174 0.0 0.0 0.0
C -1.932779 2.969688 0.498278 0.0 0.0 0.0
C -2.487184 3.263273 -0.709047 0.0 0.0 0.0
C -2.087369 2.540225 -1.850433 0.0 0.0 0.0
C -2.609973 2.829058 -3.130461 0.0 0.0 0.0
C -2.180110 2.117983 -4.212552 0.0 0.0 0.0
C -1.217171 1.106019 -4.054697 0.0 0.0 0.1
C -0.685897 0.790797 -2.823735 0.0 0.0 0.0
S 0.563500 -0.426152 -2.697434 0.1 0.0 -0.2
C -1.131258 1.513668 -1.679257 0.0 0.0 0.0
N -0.608006 1.210162 -0.441242 -0.1 0.0 0.1
H -0.597884 2.477002 2.630428 0.0 0.0 0.0
H 0.702540 1.557788 1.869881 0.0 0.0 0.0
H -0.786446 0.745022 2.380846 0.0 0.0 0.0
H -2.205160 3.517672 1.389190 0.0 0.0 0.0
H -3.220472 4.054242 -0.808165 0.0 0.0 0.0
H -3.343753 3.618432 -3.228892 0.0 0.0 0.0
H -2.568684 2.335372 -5.198343 0.0 0.0 0.0
H -0.864916 0.556679 -4.918224 0.0 0.0 0.0
```
Positions in Å, forces in eV/Å.

Computed properties:
LUMO (spin up / spin down) = -3.35 / -3.47 eV
ΔE to the lowest compared entry with this formula, charge and spin = 0.0 kJ/mol
Highest occupied orbital energy (spin up / spin down) = -9.89 / -10.01 eV
E = -82793.266 eV
2S+1 = 4
Charge = +1

Mulliken population analysis, charges in e, atoms 1 to 5: 0.06, -1.67, 1.06, -0.67, -0.75

---

Below is a molecular structure, C4H14NO3 in a non-equilibrium geometry, with properties calculated with ωB97M-V with the def2-TZVPD basis set.

The geometry in XYZ format:
```
22
Properties=species:S:1:pos:R:3:forces:R:3
C -0.842175 -1.186792 2.184949 -0.4 0.1 -0.7
N 0.268701 -0.796096 1.320831 -0.4 0.4 0.0
C 0.374409 0.651872 1.249336 0.9 0.1 0.0
C 0.128500 -1.401362 -0.009225 0.8 -0.7 -0.1
C 1.331783 -1.109695 -0.954470 -0.4 0.7 0.6
O 1.044316 -0.228721 -1.958147 -0.3 -0.3 -0.7
H -1.618230 -1.687974 1.596973 0.2 -0.6 0.1
H -1.423337 -0.340862 2.516670 0.1 0.7 0.5
H -0.529743 -1.765850 3.049918 0.0 -0.2 0.1
H 0.716857 1.070036 2.200366 -0.2 -0.1 0.1
H -0.527725 1.156143 0.940266 -0.7 0.2 -0.1
H 1.118589 0.938120 0.512890 0.1 0.0 -0.1
H 0.094290 -2.475513 0.198043 -0.2 -0.1 -0.2
H -0.773990 -1.106756 -0.561867 -0.2 0.1 0.2
H 1.769249 -2.055340 -1.313884 -0.2 -0.1 -0.2
H 2.076578 -0.678453 -0.289151 0.7 -0.1 0.4
H -1.975042 2.500823 -1.271917 0.0 -0.5 -0.2
H -1.357752 1.333754 -1.975206 -0.2 0.3 0.2
O -2.222899 1.631612 -1.627137 0.0 0.2 0.0
H 0.701119 0.987306 -1.766459 0.3 0.2 0.2
H 1.173883 2.447013 -2.304119 0.0 0.1 -0.1
O 0.472619 2.116737 -1.738661 0.1 -0.2 0.0
```
Positions in Å, forces in eV/Å.

Computed properties:
LUMO = 3.91 eV
ΔE to the lowest compared entry with this formula, charge and spin = 128.9 kJ/mol
Highest occupied orbital energy = -3.88 eV
E = -12007.560 eV
2S+1 = 1
Charge = -1

Mulliken population analysis, charges in e, atoms 1 to 5: -1.07, -0.14, -1.10, -0.33, -0.83

---

Below is 2 unconnected molecules or ions with the total composition C2H8N2O in a non-equilibrium geometry, with properties calculated with ωB97M-V with the def2-TZVPD basis set.

The geometry in XYZ format:
```
13
Properties=species:S:1:pos:R:3:forces:R:3
C 0.809512 2.167049 1.426695 2.3 -6.4 1.1
N 0.892442 0.786318 1.294549 0.7 7.3 1.1
H 1.420590 2.847062 2.041085 0.3 -1.2 0.0
H 0.120957 2.703926 0.922337 -2.7 1.0 -1.9
H 0.403984 0.205891 0.382399 0.5 -1.9 -1.7
H 1.757605 0.445206 1.735325 -0.7 -0.3 -0.1
N -1.743711 -1.052226 -0.664729 -0.1 -1.9 -0.6
C -0.445682 -1.140735 -1.414870 -2.2 1.7 -1.5
O 0.537709 -0.746614 -0.656850 3.0 1.7 3.4
H -1.778684 -1.823118 0.035975 0.1 0.9 -0.6
H -1.689054 -0.187971 -0.152799 -0.1 0.2 0.2
H -0.240817 -2.095561 -1.897210 -0.5 -0.7 0.3
H -0.520351 -0.419054 -2.292005 -0.6 -0.6 0.4
```
Positions in Å, forces in eV/Å.

Computed properties:
LUMO = -1.37 eV
ΔE to the lowest compared entry with this formula, charge and spin = 431.6 kJ/mol
Highest occupied orbital energy = -7.58 eV
E = -7227.854 eV
2S+1 = 1

Mulliken population analysis, charges in e, atoms 1 to 5: -0.15, -0.23, 0.25, 0.28, 0.27

---

Look up the 2S+1 of the second one. 1

---

Look up the ΔE to the lowest compared entry with this formula, charge and spin of the fourth one. 0.0 kJ/mol